[1]
25
Properties=species:S:1:pos:R:3:forces:R:3 method="wB97M-V/def2-TZVPD" multiplicity=1 total_charge=0
C 1.103015 0.027031 -1.596852 -0.66 -0.39 1.12
C 0.051648 -0.187091 -2.629571 -0.14 -1.11 -0.56
C -0.263397 0.649532 0.229289 0.86 1.22 -0.06
C -0.844678 -0.618223 0.363596 0.02 -1.57 -0.20
C -0.921982 1.844346 0.768511 -0.80 1.94 2.80
C -2.131974 -0.857853 1.157159 0.14 1.23 -0.51
C 2.605568 0.249298 1.487362 2.26 0.89 -1.57
O -1.381113 -3.225818 -0.060273 -1.20 -1.73 0.77
O 0.658862 1.021003 -0.680932 -0.66 0.52 0.49
P -0.314858 -2.329642 -0.489002 0.47 1.52 -0.71
S -1.452333 -1.054176 -2.053214 0.37 -0.03 -0.20
Se 0.868755 -0.421061 1.974470 -0.14 0.25 0.99
H 1.355042 -0.798376 -0.966772 0.25 -0.98 -0.13
H 2.009650 0.359493 -2.005123 1.18 0.82 -0.72
H -0.286431 0.787919 -2.896697 -0.05 0.72 -0.77
H 0.483642 -0.736102 -3.490436 -0.30 0.41 0.38
H -0.440708 2.765616 0.530146 1.30 0.38 -0.25
H -1.012383 1.879028 1.899210 0.23 -0.48 -1.30
H -1.905371 2.160505 0.460113 -0.79 -1.12 -0.73
H -2.517454 -1.566026 0.355997 -0.53 -0.14 2.35
H -2.874583 -0.014819 1.313672 1.22 -0.48 -0.73
H -1.854333 -1.102625 2.224755 -0.51 -0.98 -1.35
H 3.357558 0.443203 2.312899 -1.67 0.09 -0.21
H 3.231628 -0.507831 0.918295 -1.20 0.83 0.07
H 2.476228 1.232671 0.873400 0.34 -1.84 1.04

---

[2]
27
Properties=species:S:1:pos:R:3:forces:R:3 method="wB97M-V/def2-TZVPD" smiles=CCc1ccc(O)cc1.CC multiplicity=1 total_charge=0
C -0.185448 -3.645241 -1.104137 0.75 1.47 -2.18
C 0.977169 -2.667331 -1.436239 -0.34 -0.44 -0.56
C 1.040198 -1.493171 -0.505620 0.69 -0.07 0.65
C 2.187207 -1.312180 0.285991 0.51 -0.13 -1.02
C 2.300336 -0.280971 1.193343 -1.70 -0.45 0.29
C 1.105362 0.352389 1.523429 0.34 2.13 0.75
O 1.212026 1.342589 2.516368 -0.21 -0.31 -0.34
C -0.083922 0.198703 0.841083 0.70 -1.31 -0.82
C -0.032188 -0.665470 -0.257752 -1.22 0.02 0.18
H -0.119256 -3.891106 -0.093618 -0.15 -0.83 1.60
H -0.112231 -4.477893 -1.802677 -0.11 -0.30 0.38
H -1.107524 -3.115601 -1.324460 -0.31 -0.13 0.23
H 1.922733 -3.214004 -1.401942 0.01 0.08 0.11
H 0.857215 -2.374024 -2.485970 0.03 0.22 0.12
H 3.026341 -1.952267 0.036293 0.16 0.07 0.24
H 3.145370 0.013901 1.778405 0.59 -0.22 -0.01
H 0.760157 2.129913 2.181225 0.04 -0.25 0.25
H -1.051204 0.557241 1.149884 0.16 0.64 0.14
H -0.937251 -0.735793 -0.859674 0.11 -0.23 0.03
C -1.397586 3.583499 0.330098 0.55 0.45 0.28
C -2.375968 2.683405 -0.404681 0.23 0.96 0.35
H -0.686638 4.015516 -0.377666 0.09 -0.08 0.09
H -1.835968 4.424662 0.867988 -0.39 0.01 -0.24
H -0.820042 3.076701 1.100292 0.06 -0.33 -0.03
H -2.658177 3.222700 -1.306614 -0.37 -0.35 -0.12
H -3.237266 2.463142 0.206802 -0.41 -0.06 0.05
H -1.893445 1.760691 -0.650152 0.21 -0.55 -0.42

---

HOMO-LUMO gap in Eh, matching the order above: 0.2675 0.3497
Energy above the lowest of the compared OMol25 structures with the same formula, charge and spin in kJ/mol, matching the order above: 106.91 122.72